{
  "formula": "C33H59Cl2NO19P4S2",
  "method": "ωB97M-V/def2-TZVPD",
  "homo_energy_ha": -0.303,
  "smiles": "C[C@@H](Cl)[C@H](Cl)c1cc(CCCSC(=S)N2CCOCC2)c2c(c1)C(=O)C=CC2=O.COP(=O)(OC)OC.COP(=O)(OC)OC.COP(=O)(OC)OC.COP(=O)(OC)OC",
  "gap_ev": 5.37,
  "total_energy_ha": -5858.25702,
  "species": ["C", "C", "Cl", "C", "Cl", "C", "C", "C", "C", "C", "C", "S", "C", "S", "N", "C", "C", "O", "C", "C", "C", "C", "C", "C", "O", "C", "C", "C", "O", "H", "H", "H", "H", "H", "H", "H", "H", "H", "H", "H", "H", "H", "H", "H", "H", "H", "H", "H", "H", "H", "H", "H", "C", "O", "P", "O", "O", "C", "O", "C", "H", "H", "H", "H", "H", "H", "H", "H", "H", "C", "O", "P", "O", "O", "C", "O", "C", "H", "H", "H", "H", "H", "H", "H", "H", "H", "C", "O", "P", "O", "O", "C", "O", "C", "H", "H", "H", "H", "H", "H", "H", "H", "H", "C", "O", "P", "O", "O", "C", "O", "C", "H", "H", "H", "H", "H", "H", "H", "H", "H"],
  "coordinates": [[-0.03, -5.31, 2.98], [-1.10, -4.26, 2.33], [-0.72, -3.94, 0.51], [-2.67, -4.83, 2.33], [-2.81, -6.55, 1.65], [-3.53, -3.70, 1.45], [-4.19, -3.98, -0.03], [-5.00, -2.76, -0.85], [-5.62, -3.06, -2.33], [-7.25, -3.18, -2.40], [-7.92, -3.74, -0.99], [-9.68, -4.26, -1.38], [-10.64, -4.69, 0.17], [-10.47, -6.30, 0.81], [-11.57, -3.75, 0.90], [-12.90, -3.59, 0.20], [-13.94, -2.91, 1.31], [-13.15, -2.51, 2.52], [-12.09, -1.56, 2.08], [-10.93, -2.42, 1.23], [-5.11, -1.29, -0.13], [-4.42, -1.02, 1.37], [-3.63, -2.20, 2.19], [-4.53, 0.53, 1.99], [-4.64, 0.79, 3.31], [-4.45, 1.73, 0.84], [-5.08, 1.49, -0.52], [-5.86, 0.04, -0.83], [-7.00, -0.02, -1.52], [0.70, -5.66, 2.10], [0.67, -4.68, 3.72], [-0.57, -6.21, 3.51], [-1.14, -3.25, 2.94], [-3.11, -4.78, 3.42], [-4.07, -5.05, -0.53], [-5.19, -4.11, -2.70], [-5.17, -2.27, -3.10], [-7.81, -2.20, -2.72], [-7.49, -3.98, -3.26], [-7.90, -2.87, -0.18], [-7.25, -4.63, -0.56], [-12.88, -2.85, -0.72], [-13.37, -4.62, -0.12], [-14.47, -1.94, 0.90], [-14.80, -3.65, 1.60], [-11.65, -1.09, 3.06], [-12.63, -0.76, 1.42], [-10.57, -1.82, 0.29], [-10.05, -2.60, 2.00], [-3.17, -1.97, 3.24], [-3.86, 2.70, 1.12], [-4.99, 2.33, -1.35], [2.14, 5.85, 1.58], [0.95, 6.60, 1.47], [-0.48, 5.67, 1.73], [-0.54, 5.33, 0.24], [-1.35, 7.03, 2.03], [-1.23, 8.14, 1.17], [-1.91, 4.73, 1.99], [-1.66, 3.50, 2.63], [2.99, 6.51, 1.47], [2.18, 5.36, 2.56], [2.17, 5.09, 0.79], [-1.00, 7.85, 0.14], [-0.44, 8.81, 1.54], [-2.17, 8.69, 1.17], [-1.24, 3.68, 3.63], [-0.96, 2.90, 2.04], [-2.60, 2.95, 2.74], [7.66, 6.73, -3.20], [6.47, 6.01, -2.89], [6.29, 5.68, -1.20], [7.07, 4.37, -1.37], [4.68, 5.41, -1.41], [4.24, 4.58, -2.47], [6.11, 5.35, 0.48], [6.92, 6.17, 1.30], [7.67, 6.95, -4.26], [7.68, 7.66, -2.63], [8.54, 6.13, -2.95], [4.97, 3.81, -2.73], [4.04, 5.20, -3.35], [3.31, 4.09, -2.17], [6.65, 7.22, 1.17], [7.98, 6.03, 1.04], [6.77, 5.89, 2.34], [14.03, 7.71, -4.94], [13.24, 6.56, -5.15], [11.81, 6.88, -6.07], [11.04, 7.19, -4.79], [11.66, 5.28, -6.44], [11.80, 4.31, -5.41], [10.38, 7.19, -7.00], [10.44, 8.41, -7.70], [14.94, 7.42, -4.41], [14.30, 8.16, -5.90], [13.48, 8.44, -4.33], [11.47, 4.69, -4.44], [12.84, 3.99, -5.36], [11.18, 3.44, -5.67], [11.26, 8.39, -8.42], [10.58, 9.24, -7.01], [9.50, 8.56, -8.24], [1.96, -11.30, 5.61], [1.58, -10.67, 4.39], [2.88, -9.81, 3.64], [2.50, -8.55, 4.44], [2.08, -9.82, 2.20], [0.71, -9.47, 2.15], [4.17, -8.94, 2.89], [5.44, -9.32, 3.38], [1.11, -11.88, 5.98], [2.80, -11.97, 5.43], [2.23, -10.54, 6.35], [0.44, -8.76, 2.93], [0.11, -10.38, 2.26], [0.50, -9.03, 1.18], [5.62, -10.37, 3.16], [5.50, -9.14, 4.46], [6.21, -8.71, 2.88]]
}

{
  "formula": "C33H59Cl4FO17S",
  "method": "ωB97M-V/def2-TZVPD",
  "homo_energy_ha": -0.346,
  "smiles": "C[C@@H](Cl)[C@@H](Cl)[C@]1(CCCF)OC(=O)C(Cl)(Cl)[C@@H]1CCCS.CCOC(=O)OC.CCOC(=O)OC.CCOC(=O)OC.CCOC(=O)OC.CCOC(=O)OC",
  "gap_ev": 9.58,
  "total_energy_ha": -4910.69122,
  "species": ["C", "C", "Cl", "C", "Cl", "C", "C", "C", "C", "F", "O", "C", "O", "C", "Cl", "Cl", "C", "C", "C", "C", "S", "H", "H", "H", "H", "H", "H", "H", "H", "H", "H", "H", "H", "H", "H", "H", "H", "H", "H", "H", "C", "C", "O", "C", "O", "O", "C", "H", "H", "H", "H", "H", "H", "H", "H", "C", "C", "O", "C", "O", "O", "C", "H", "H", "H", "H", "H", "H", "H", "H", "C", "C", "O", "C", "O", "O", "C", "H", "H", "H", "H", "H", "H", "H", "H", "C", "C", "O", "C", "O", "O", "C", "H", "H", "H", "H", "H", "H", "H", "H", "C", "C", "O", "C", "O", "O", "C", "H", "H", "H", "H", "H", "H", "H", "H"],
  "coordinates": [[-0.43, 0.26, 4.79], [0.05, -0.63, 3.66], [1.53, -1.51, 4.23], [-0.90, -1.71, 3.13], [-1.64, -2.63, 4.46], [-1.94, -1.32, 2.07], [-2.55, -2.51, 1.31], [-1.69, -3.76, 1.10], [-1.87, -4.87, 2.13], [-2.05, -6.10, 1.48], [-1.13, -0.62, 1.08], [-1.45, 0.64, 0.86], [-0.83, 1.35, 0.13], [-2.69, 1.00, 1.67], [-3.94, 1.47, 0.43], [-2.47, 2.41, 2.69], [-3.11, -0.30, 2.36], [-3.79, -0.19, 3.72], [-4.71, -1.39, 4.00], [-6.09, -1.23, 3.37], [-6.93, -2.82, 3.13], [-1.01, -0.29, 5.53], [0.44, 0.67, 5.30], [-0.99, 1.10, 4.40], [0.40, -0.03, 2.83], [-0.26, -2.44, 2.64], [-3.50, -2.81, 1.75], [-2.78, -2.11, 0.33], [-1.96, -4.21, 0.15], [-0.63, -3.51, 1.01], [-1.01, -4.97, 2.79], [-2.75, -4.71, 2.76], [-3.91, -0.66, 1.71], [-4.41, 0.70, 3.71], [-3.09, -0.08, 4.54], [-4.25, -2.32, 3.69], [-4.82, -1.48, 5.08], [-6.75, -0.65, 4.01], [-6.00, -0.73, 2.41], [-6.62, -3.08, 1.85], [2.20, 2.24, 0.28], [3.28, 3.29, 0.44], [4.27, 3.17, -0.60], [3.88, 3.64, -1.79], [2.83, 4.17, -2.02], [4.85, 3.42, -2.67], [4.49, 3.79, -4.01], [2.64, 1.24, 0.24], [1.50, 2.29, 1.11], [1.64, 2.39, -0.64], [3.82, 3.13, 1.37], [2.87, 4.30, 0.45], [4.18, 4.83, -4.05], [3.69, 3.15, -4.37], [5.37, 3.65, -4.63], [-11.17, -8.42, 5.06], [-10.96, -6.92, 5.03], [-9.61, -6.57, 4.67], [-9.32, -6.69, 3.38], [-10.07, -7.01, 2.50], [-8.04, -6.36, 3.22], [-7.56, -6.50, 1.88], [-10.45, -8.89, 5.73], [-12.18, -8.65, 5.42], [-11.05, -8.86, 4.07], [-11.10, -6.50, 6.02], [-11.65, -6.43, 4.35], [-8.19, -5.95, 1.18], [-7.53, -7.55, 1.59], [-6.55, -6.09, 1.86], [7.03, 4.64, -10.16], [6.91, 5.90, -9.35], [5.55, 6.36, -9.24], [4.79, 5.68, -8.38], [5.14, 4.78, -7.67], [3.56, 6.18, -8.42], [2.74, 5.65, -7.36], [6.58, 4.77, -11.15], [8.08, 4.37, -10.29], [6.53, 3.81, -9.67], [7.44, 6.72, -9.84], [7.33, 5.78, -8.35], [3.22, 5.81, -6.40], [2.57, 4.58, -7.51], [1.80, 6.18, -7.40], [8.31, -2.04, 4.14], [6.94, -1.49, 4.48], [6.81, -0.10, 4.15], [6.63, 0.15, 2.85], [6.54, -0.66, 1.97], [6.55, 1.47, 2.70], [6.40, 1.91, 1.34], [9.09, -1.44, 4.62], [8.40, -3.07, 4.48], [8.48, -2.02, 3.06], [6.78, -1.53, 5.56], [6.15, -2.06, 4.00], [5.55, 1.42, 0.87], [7.30, 1.71, 0.78], [6.22, 2.98, 1.38], [0.51, 4.11, -2.13], [1.02, 2.69, -2.11], [0.40, 1.86, -3.12], [0.84, 2.04, -4.35], [1.71, 2.80, -4.70], [0.18, 1.21, -5.16], [0.53, 1.33, -6.54], [-0.57, 4.12, -2.03], [0.95, 4.67, -1.31], [0.78, 4.61, -3.06], [0.77, 2.21, -1.17], [2.11, 2.65, -2.23], [1.60, 1.21, -6.68], [0.21, 2.29, -6.93], [0.00, 0.53, -7.05]]
}

Going through the records in order, we get F_max values of 10.31; 3.93 eV Å⁻¹.